A molecular structure, C38H38N6OS4W. Source: the OMol25 dataset; level of theory: ωB97M-V/def2-TZVPD.

Geometry as ORCA input:
```
! wB97M-V def2-TZVPD RIJCOSX def2/J DEFGRID3
* xyz 4 1
W -0.573 0.246 1.759
S 1.176 0.026 0.161
S -1.732 -1.165 0.332
S -1.054 2.208 0.579
S 2.398 0.015 3.520
O 0.843 0.110 3.203
N -1.316 -1.878 -2.215
N 0.866 -0.154 -2.489
N -1.544 -1.019 3.306
N -1.596 1.530 3.242
N -1.755 2.886 3.031
N -1.889 4.572 1.467
C 1.940 -2.542 2.589
C 2.352 -3.840 2.329
C 3.647 -4.236 2.643
C 4.073 0.422 1.313
C 4.445 2.648 0.467
C -2.199 -1.109 5.611
C 3.202 0.960 2.249
C 4.529 -3.349 3.251
C 2.956 2.332 2.325
C 4.700 1.283 0.422
C -3.748 -2.846 -4.478
C 2.846 -1.661 3.155
C -4.041 -0.834 -3.177
C 1.057 3.900 -5.378
C -1.602 -2.351 3.269
C -1.851 -0.403 4.481
C -1.958 -3.127 4.369
C -2.252 -2.503 5.561
C -4.862 -0.315 -4.163
C -3.482 -2.101 -3.334
C -1.874 1.060 4.419
C -1.620 3.330 1.783
C -5.129 -1.062 -5.306
C 2.024 2.980 -5.751
C 4.129 -2.049 3.524
C 1.715 1.816 -3.669
C 3.569 3.173 1.414
C -2.235 1.918 5.580
C -0.906 -1.177 -1.221
C 2.350 1.932 -4.900
C -2.593 -2.662 -2.257
C 2.072 0.682 -2.744
C 0.749 2.746 -3.293
C 0.378 -0.411 -1.322
C -4.578 -2.325 -5.462
C -0.485 -1.952 -3.439
C 0.151 -0.618 -3.704
C 0.417 3.784 -4.148
H -1.758 4.895 0.518
H 3.406 4.241 1.466
H 5.524 -3.671 3.525
H -3.336 -3.843 -4.592
H 5.406 0.885 -0.295
H 4.953 3.313 -0.219
H -1.139 -2.225 -4.265
H 2.526 3.075 -6.704
H 0.262 2.665 -2.324
H 4.268 -0.640 1.271
H -5.313 0.660 -4.039
H -1.357 -2.828 2.330
H 4.808 -1.359 4.012
H -2.152 1.382 6.519
H -1.572 2.784 5.644
H -0.332 4.510 -3.863
H -3.048 -2.617 -1.272
H 0.904 -2.248 2.475
H 2.804 0.020 -3.212
H -2.000 -4.203 4.268
H 0.877 -0.692 -4.511
H -5.780 -0.661 -6.071
H -0.583 0.142 -3.980
H -2.526 -3.073 6.439
H -4.800 -2.911 -6.343
H -2.242 5.251 2.131
H -2.450 -0.600 6.530
H 3.960 -5.252 2.443
H -2.183 3.445 3.761
H -2.306 -3.692 -2.473
H 2.467 1.014 -1.787
H 2.316 2.736 3.102
H 3.108 1.215 -5.194
H -3.860 -0.264 -2.269
H 1.659 -4.558 1.910
H -3.270 2.269 5.498
H 0.251 -2.746 -3.287
H 0.802 4.714 -6.044
*
```

Computed properties:
E_HOMO (alpha / beta)   -17.792 / -17.792 eV
E_LUMO (alpha / beta)   -12.5094 / -12.5114 eV